Here is a single C6H7FO molecule from the OMol25 dataset. Energies are from ωB97M-V with the def2-TZVPD basis set.

```
15
Properties=species:S:1:pos:R:3:forces:R:3:lowdin_charge:R:1
C 1.984807 0.750626 0.264819 -0.2 0.5 -0.1 -0.17
C 0.734881 0.054545 -0.177175 0.0 0.0 -0.2 -0.21
C 0.746431 -1.188761 -0.639411 -0.4 0.2 0.1 0.11
C -0.470693 0.931757 -0.174215 -0.3 0.2 0.2 -0.37
C -1.851989 0.366048 -0.099959 0.2 -0.1 0.0 -0.09
C -2.180853 -0.762722 0.520752 -0.3 -0.1 0.0 0.03
H 2.192754 1.610580 -0.389340 0.0 -0.3 0.2 0.14
H 1.848109 1.125447 1.283349 0.2 0.0 0.0 0.13
H -0.123304 -1.705624 -0.987791 -0.5 0.1 -0.1 0.07
H 1.635318 -1.762330 -0.686314 0.9 -0.3 0.0 0.07
H -2.594261 1.028742 -0.523424 -0.1 0.0 0.0 0.11
H -1.420298 -1.393983 0.977347 -0.2 0.1 -0.1 0.07
H -3.230234 -1.090332 0.595422 0.6 0.2 0.0 0.07
O -0.334131 2.143458 -0.193487 0.1 -0.3 -0.1 0.09
F 3.063461 -0.107457 0.229431 0.2 -0.1 0.1 -0.04
```
Positions in Å, forces in eV/Å.

Results
structure (SMILES) = C=CC(=O)C(=C)CF
frontier orbital gap = 10.1 eV
relative energy (zero: lowest compared OMol25 entry of this formula, charge and spin) = 25.87 kcal/mol
E_HOMO = -10.079 eV
total energy = -11098.9091 eV